Record 1
Formula: C54H56Cl2GaGe2NOS5
Source: the Open Molecules 2025 dataset
Level of theory: ωB97M-V/def2-TZVPD

Summary:
E_LUMO (spin up / spin down)   0.086 / 0.085 hartree
Net charge   -1
Kohn-Sham gap (spin up / spin down)   5.72 / 7.69 eV
2S+1   2
E_HOMO (spin up / spin down)   -3.39 / -5.36 eV
Relative energy (zero: lowest compared OMol25 entry of this formula, charge and spin)   8.1 kJ/mol

Geometry as XYZ:
```
122
C54H56Cl2GaGe2NOS5, DFT ωB97M-V/def2-TZVPD
Ge 0.2022 -0.4752 1.4641
Ge 0.1249 0.7504 -1.1844
Ga 0.5014 3.4282 1.6248
Cl -4.9679 2.8790 3.4978
Cl 1.1840 5.4850 0.8431
S 0.1416 2.8507 -0.6712
S -0.0380 4.5840 4.7412
S 1.8415 -0.2581 -0.0888
S -1.4271 -0.4905 -0.1061
S 0.0501 1.2681 2.7366
O 2.5891 2.7364 1.4148
N -1.6672 3.9732 1.6319
C 0.8356 4.0068 3.5678
C 2.7395 -1.2687 3.2123
C -0.6748 -2.9326 2.9422
C 2.9992 -0.1771 4.0408
C -0.5225 1.4681 -4.0251
C -5.6006 -3.1888 -0.1172
C 0.6295 -3.9994 4.6775
C -2.8585 -0.8802 3.3417
C -1.0265 5.6162 -3.0780
C -4.3426 -3.1341 0.7055
C 2.1526 0.1687 5.2344
C -0.6970 -0.1205 -5.8421
C -2.0892 4.7371 -2.9778
C 3.4448 -2.8570 1.3836
C 6.0914 1.2901 2.3723
C -1.9506 3.3831 -3.2722
C -2.1745 -4.0361 1.3002
C -1.1553 7.0531 -2.6576
C -4.1369 -2.1130 1.6156
C -2.0852 4.9591 0.8314
C -1.6027 -2.9536 -2.5510
C 0.4974 -4.1572 -1.9628
C 2.4989 -5.5124 -1.2651
C -3.1281 2.4713 -3.0545
C 0.3691 -2.0312 2.6917
C 1.6748 -3.1351 4.4088
C -4.3283 4.7396 1.6262
C 1.5527 -2.1461 3.4399
C -2.9687 -2.0135 2.3649
C -0.1003 -3.0159 -2.4912
C 0.1214 -0.8270 -3.6847
C 3.6304 -1.5968 2.1810
C -0.2019 -1.1028 -5.0112
C 4.0951 0.6340 3.7552
C 0.3708 3.7841 -3.8187
C 2.1054 -2.0908 -2.8680
C -1.1415 -5.1191 1.1305
C 2.6623 -3.2301 -2.3129
C -0.5352 -3.8916 3.9449
C -0.0554 0.4622 -3.1560
C -0.7099 2.9059 -3.6740
C -1.9620 -2.9641 2.1798
C 4.7080 -0.7641 1.9252
C 1.8701 -4.2796 -1.8547
C 1.7294 3.2649 -4.1964
C 2.9939 -1.0076 -3.4146
C -3.3536 -4.0999 0.5728
C -2.5386 3.3638 2.4339
C -3.8741 3.7219 2.4469
C 4.9419 0.3738 2.6906
C 0.7107 -1.9792 -2.9430
C 0.1963 5.1230 -3.5245
C -0.8420 1.1586 -5.3454
C -3.4057 5.3697 0.8026
H -0.1659 -4.6974 0.8821
H -5.3721 5.0223 1.6337
H 1.7516 -6.2803 -1.0706
H 2.6558 1.7795 1.5664
H 3.2488 -5.9291 -1.9392
H 6.0282 2.2075 2.9541
H -2.1525 2.5678 3.0586
H 6.0884 1.5636 1.3169
H 2.1410 2.6693 -3.3761
H 0.7266 -4.7566 5.4444
H -1.9980 -3.7640 -3.1669
H -3.9364 2.7012 -3.7524
H 3.7409 -3.3080 -2.2410
H 4.0406 -1.2976 -3.3372
H 4.2746 -2.9936 0.6914
H 2.8857 2.8864 0.5077
H 5.3770 -1.0035 1.1069
H -0.7742 7.7280 -3.4250
H 4.2632 1.5135 4.3652
H 2.6046 -3.2075 4.9593
H -2.1945 7.3144 -2.4584
H 1.0434 5.7949 -3.5941
H 1.2700 -0.4617 5.3141
H -3.7055 6.1706 0.1424
H 7.0476 0.8103 2.5881
H -2.0154 -3.0582 -1.5460
H 1.6916 2.6229 -5.0781
H -4.9011 -1.3555 1.7474
H -3.7500 -0.8405 3.9702
H 2.7397 0.0595 6.1499
H -3.0483 5.0989 -2.6230
H -1.9590 -2.0096 -2.9578
H -1.9859 -0.9601 3.9862
H 2.4157 4.0878 -4.3898
H -0.5769 7.2266 -1.7483
H -1.0165 -5.7021 2.0426
H 2.5217 -2.8386 0.8008
H -1.3672 -4.5544 4.1442
H -2.7838 0.0679 2.8105
H -5.6324 -4.0903 -0.7274
H -1.3310 5.4069 0.1993
H -2.8652 1.4219 -3.1777
H -6.4873 -3.1758 0.5178
H -0.9560 -0.3453 -6.8685
H 1.8211 1.2034 5.1655
H -1.4369 -5.8027 0.3358
H -5.6629 -2.3284 -0.7845
H -0.1403 -4.9679 -1.6310
H -3.5153 2.6016 -2.0427
H 2.8645 -0.0715 -2.8680
H -1.2084 1.9542 -5.9811
H -0.0532 -2.1106 -5.3779
H 3.3953 -3.7257 2.0438
H 2.7637 -0.8025 -4.4621
H 2.9972 -5.2845 -0.3228
H -3.5000 -4.9183 -0.1228
```

Here are the Löwdin charges for atoms 1 to 99, given in e: 0.083 0.075 -0.461 0.664 0.107 0.345 0.522 0.336 0.308 0.330 -0.139 -0.009 -0.784 -0.164 -0.204 -0.220 -0.217 -0.052 -0.064 -0.047 -0.274 -0.273 -0.053 -0.064 -0.028 -0.060 -0.051 -0.241 -0.209 -0.052 -0.027 -0.142 -0.049 -0.012 -0.047 -0.023 -0.188 -0.036 -0.084 -0.222 -0.250 -0.207 -0.224 -0.265 -0.037 -0.011 -0.249 -0.249 -0.034 -0.024 -0.045 -0.187 -0.207 -0.151 -0.032 -0.272 -0.029 -0.038 -0.031 -0.168 -0.633 -0.277 -0.165 -0.017 -0.036 -0.041 0.080 0.106 0.072 0.002 0.077 0.075 0.049 0.077 0.077 0.100 0.085 0.082 0.116 0.076 0.077 0.054 0.117 0.075 0.125 0.123 0.068 0.119 0.070 0.104 0.076 0.042 0.080 0.125 0.084 0.084 0.112 0.070 0.072


Record 2
Formula: C54H56CoN3O7P2S2Si2Te
Source: the Open Molecules 2025 dataset
Level of theory: ωB97M-V/def2-TZVPD

Summary:
E_LUMO (spin up / spin down)   0.060 / 0.061 hartree
Net charge   -1
Kohn-Sham gap (spin up / spin down)   7.17 / 7.17 eV
2S+1   2
E_HOMO (spin up / spin down)   -5.53 / -5.52 eV
Relative energy (zero: lowest compared OMol25 entry of this formula, charge and spin)   0.0 kJ/mol

Geometry as XYZ:
```
128
C54H56CoN3O7P2S2Si2Te, DFT ωB97M-V/def2-TZVPD
Te -1.1456 -1.7203 2.2463
Co 0.2258 1.1696 -0.0503
S 5.1443 2.7106 -7.7352
S -2.2232 1.6904 -1.3744
P -0.4189 2.8006 1.4671
P -0.2966 -0.8653 -1.9557
Si -4.4333 -2.6462 2.3104
Si 0.9307 -3.3237 4.3773
O 5.2906 1.7652 -8.8239
O 6.1530 3.7545 -7.6791
O -3.2576 2.6868 -1.2846
O 1.7693 -0.4990 1.5777
O -2.1676 0.7362 -0.2592
O 3.7870 3.1552 -7.4900
O -0.8575 2.2283 -1.5893
N 2.0224 1.3110 -1.1223
N 4.7611 1.8294 -5.2027
N 6.6435 0.9444 -6.3231
C -3.7602 0.3087 -4.8286
C 2.6948 3.7711 3.9952
C -0.7739 -2.5456 -1.4348
C 2.2166 2.3112 -1.9908
C 6.9228 0.2314 -5.2455
C -2.4003 -4.2926 -1.0660
C 2.3730 0.0920 -4.8534
C -1.6979 -0.3918 -3.0647
C -0.1758 -4.5400 -0.2024
C -3.6954 1.5802 4.4605
C 6.1402 0.2494 -4.0988
C -2.3725 1.5967 4.8705
C -0.2558 5.0495 -0.1184
C -1.6294 5.3222 1.8362
C -4.5909 -1.5338 0.8109
C 1.5183 3.9215 3.2774
C -5.4468 -4.2067 2.0279
C -3.0276 2.2983 2.2629
C 5.5572 1.7196 -6.2594
C -1.2718 7.1748 0.3457
C 1.7477 -2.2306 -3.4560
C -1.9331 -1.1312 -4.2226
C -1.3737 1.9741 3.9817
C -0.4724 6.3751 -0.4592
C -5.0745 -1.7779 3.8453
C 1.3238 0.0797 -3.9493
C 1.4024 -3.4661 6.1938
C -2.5220 0.7040 -2.8168
C -2.9550 -0.7897 -5.0952
C -0.8232 4.5163 1.0357
C 2.4712 -3.0914 3.3429
C -1.4554 -5.0461 -0.3852
C -4.0200 1.9279 3.1547
C 4.0621 1.1976 -3.0181
C -2.0620 -3.0521 -1.5898
C 3.4296 2.5906 3.9079
C 2.8602 0.2712 -1.1738
C 2.9969 1.5546 3.0967
C 3.1198 -1.0620 -5.0599
C 0.9979 -1.0803 -3.2380
C 0.0797 -4.9158 3.8610
C 5.0411 1.0925 -4.1327
C -3.5409 1.0616 -3.6855
C 3.8929 0.1850 -2.0853
C 1.3218 0.6251 1.4213
C -0.1805 -1.8295 4.1577
C -2.6652 -3.1764 2.6579
C 1.0929 2.8865 2.4523
C 2.8017 -2.2183 -4.3648
C -1.8521 6.6472 1.4902
C 3.2085 2.2942 -2.9497
C -1.6946 2.3327 2.6768
C 0.1537 -3.2910 -0.7051
C 1.8302 1.7125 2.3566
H 6.3961 -0.3522 -3.2386
H 2.6630 -0.5283 -0.4716
H 0.7995 -5.7385 3.8786
H 3.0270 -2.2072 3.6628
H 1.4976 3.1178 -1.9521
H -5.0510 1.9022 2.8248
H 1.1311 -2.8738 -0.4894
H 3.0466 4.5768 4.6273
H -5.4784 -0.9015 0.9020
H -0.3169 -4.8352 2.8468
H 3.3766 -3.1223 -4.5248
H 0.5596 -5.1023 0.3594
H 4.3475 2.4890 4.4735
H 7.8101 -0.3935 -5.2935
H 3.5499 0.6278 3.0097
H -4.5540 0.5824 -5.5115
H -4.1481 1.9251 -3.4511
H -1.4495 8.2078 0.0749
H 2.2165 -2.9442 2.2918
H 0.7601 0.9915 -3.7785
H -2.5678 -3.4099 3.7218
H -0.7442 -5.1785 4.5286
H 2.0693 -4.3138 6.3687
H 0.4235 -0.9186 4.2101
H -0.9579 -1.7384 4.9195
H -2.4090 -4.0850 2.1110
H 2.6276 1.0053 -5.3780
H -5.0920 -4.7348 1.1393
H 3.9472 -1.0500 -5.7582
H -2.0903 4.9130 2.7265
H 3.2972 3.0855 -3.6812
H -4.7013 -2.1240 -0.1025
H -6.5040 -3.9736 1.8783
H -3.2913 2.5594 1.2454
H -3.4081 -4.6694 -1.1925
H -1.7191 -6.0159 0.0185
H 3.1283 -3.9606 3.4298
H -3.7333 -0.8715 0.6796
H -5.3693 -4.8901 2.8769
H -1.2986 -1.9799 -4.4493
H 0.9416 4.8361 3.3501
H 4.4966 -0.7115 -2.1054
H -4.4753 1.2902 5.1537
H 0.5156 -3.6044 6.8172
H 1.5160 -3.1453 -2.9270
H -3.1150 -1.3781 -5.9894
H -2.8113 -2.4747 -2.1156
H 0.3389 4.4168 -0.7621
H -0.3435 1.9856 4.3154
H -2.4839 7.2665 2.1141
H -0.0303 6.7774 -1.3612
H 1.9134 -2.5635 6.5373
H -2.1109 1.3175 5.8836
H -5.1184 -2.4741 4.6871
H -4.4102 -0.9560 4.1191
H -6.0749 -1.3671 3.6908
```

Here are the Löwdin charges for atoms 1 to 99, given in e: 1.307 0.249 0.385 0.452 1.129 1.154 0.395 0.392 -0.365 -0.363 -0.293 -0.079 -0.411 -0.372 -0.391 0.019 0.150 0.127 -0.066 -0.075 -0.364 -0.097 -0.123 -0.085 -0.072 -0.324 -0.102 -0.106 -0.006 -0.083 -0.075 -0.080 -0.174 -0.062 -0.187 -0.088 -0.336 -0.084 -0.085 -0.085 -0.085 -0.067 -0.177 -0.097 -0.190 -0.258 -0.065 -0.322 -0.180 -0.100 -0.069 -0.159 -0.080 -0.070 -0.112 -0.015 -0.070 -0.358 -0.185 -0.255 -0.047 0.004 -0.389 -0.584 -0.586 -0.307 -0.074 -0.081 0.010 -0.336 -0.158 -0.202 0.103 0.101 0.031 0.027 0.097 0.109 0.103 0.102 0.033 -0.005 0.102 0.104 0.102 0.106 0.114 0.105 0.110 0.101 0.012 0.115 0.007 0.031 0.025 -0.004 0.005 -0.020 0.113


Record 3
Formula: C54H61Cl4N3O5
Source: the Open Molecules 2025 dataset
Level of theory: ωB97M-V/def2-TZVPD

Summary:
E_LUMO (spin up / spin down)   -0.125 / -0.125 hartree
Net charge   +1
Kohn-Sham gap (spin up / spin down)   4.46 / 5.15 eV
2S+1   2
E_HOMO (spin up / spin down)   -7.87 / -8.55 eV

Geometry as XYZ:
```
127
C54H61Cl4N3O5, DFT ωB97M-V/def2-TZVPD
Cl 10.5454 -8.1305 13.1056
Cl 17.1251 -8.4283 14.7137
Cl 13.2508 -10.8261 11.2439
Cl 15.1712 -12.2480 14.2504
O 9.8808 -17.0481 11.2470
O 12.9141 -16.1023 19.8612
O 11.4491 -11.7570 17.4925
O 7.9029 -12.1713 12.5174
O 16.9388 -14.6950 23.4073
N 8.9647 -14.6287 17.4125
N 9.0077 -11.0165 20.1852
N 13.2169 -14.2380 24.7724
C 8.1652 -10.3280 19.2015
C 12.3019 -12.2566 23.6940
C 8.2152 -13.3212 17.0371
C 15.9762 -15.0116 22.6135
C 10.6153 -12.3151 22.0220
C 15.5911 -17.2833 23.5586
C 14.2398 -16.6984 21.6651
C 6.1098 -15.8193 9.6088
C 11.1352 -11.4177 21.0697
C 15.2507 -16.3543 22.5778
C 12.2062 -16.6813 16.0867
C 12.5371 -9.7578 12.4080
C 8.4335 -11.9024 21.0351
C 15.7452 -9.6270 14.6850
C 12.1125 -10.7255 16.8918
C 7.0487 -13.7145 16.1782
C 12.3446 -14.3857 13.3419
C 6.2879 -13.7127 10.8253
C 11.7929 -13.2094 13.8131
C 7.5666 -14.1113 11.3406
C 14.3392 -14.3709 20.7406
C 10.2558 -14.9522 12.1854
C 11.2705 -9.2275 11.8675
C 9.7850 -13.6705 12.5396
C 15.7413 -11.8854 20.6220
C 13.8006 -13.2991 20.0131
C 14.5327 -12.0798 19.8868
C 10.5806 -12.8623 13.3446
C 13.6257 -17.9578 21.7767
C 10.8618 -16.3799 16.8241
C 10.1641 -15.0007 16.4391
C 13.1339 -12.9108 24.6926
C 13.7146 -15.7223 20.6726
C 5.5696 -14.5801 9.9690
C 10.3588 -10.7821 20.1613
C 8.3687 -13.2549 12.1832
C 16.1791 -12.9449 21.3765
C 11.4970 -13.0897 22.9052
C 13.3378 -15.6878 16.4108
C 14.0817 -18.9136 22.7178
C 9.5293 -14.5268 18.8391
C 15.4685 -14.1069 21.5419
C 15.0754 -18.5664 23.6220
C 9.3998 -15.8873 11.4489
C 12.4998 -15.0537 23.9312
C 14.0856 -14.8686 25.8208
C 7.3088 -16.2291 10.1207
C 11.5763 -15.3000 12.6063
C 7.8743 -15.6828 17.3849
C 8.0777 -15.4495 10.9695
C 6.9605 -15.2549 16.1881
C 16.2972 -10.9966 14.7204
C 11.5514 -14.4977 23.0070
C 9.2280 -12.5497 21.9205
H 14.8946 -14.1525 25.9652
H 17.1235 -11.1206 14.0204
H 8.7231 -10.1558 18.2811
H 12.9845 -13.4142 19.3153
H 6.1223 -13.2618 16.5316
H 5.9125 -15.5516 16.2314
H 8.7692 -14.2436 19.5672
H 11.9842 -16.6172 15.0214
H 12.4217 -9.8825 17.5098
H 13.0427 -11.0035 16.3964
H 12.3323 -12.5033 14.4269
H 13.3810 -14.5625 13.5890
H 12.9140 -18.2804 21.0311
H 12.5807 -17.7020 16.1651
H 7.3633 -12.0387 20.9852
H 7.6184 -17.2546 9.9833
H 14.4245 -15.8446 25.4736
H 16.3804 -16.9839 24.2323
H 4.6891 -14.1940 9.4770
H 10.2092 -11.8836 13.6104
H 15.3680 -19.3180 24.3403
H 10.9242 -14.2251 16.5329
H 12.9640 -14.7274 16.0557
H 9.7061 -15.5189 19.2544
H 8.8416 -13.3527 22.5306
H 12.1984 -11.3769 20.8843
H 12.1521 -11.1924 23.5872
H 14.2920 -11.2572 19.2297
H 12.5400 -16.1117 24.1441
H 10.7348 -10.0890 19.4232
H 12.0151 -16.2095 12.2235
H 5.5906 -16.5020 8.9525
H 7.2750 -15.7563 15.2728
H 10.3701 -13.8334 18.8181
H 9.8140 -14.9197 15.4100
H 13.5088 -14.8737 26.7457
H 7.7103 -13.0027 17.9491
H 7.1494 -13.2933 15.1779
H 12.3948 -10.2856 13.3510
H 13.6244 -15.5790 17.4568
H 15.2026 -9.6307 13.7396
H 13.6547 -19.9012 22.6245
H 11.2484 -8.6792 10.9257
H 16.7372 -11.2336 15.6891
H 11.4562 -10.2658 16.1528
H 8.2405 -16.7003 17.2482
H 8.9913 -12.6681 16.6379
H 13.7982 -12.3846 25.3621
H 6.0363 -12.6733 10.9762
H 17.1325 -12.6866 21.8130
H 10.5125 -10.0033 11.7589
H 16.2977 -10.9764 20.4474
H 11.1133 -16.3182 17.8829
H 15.0181 -9.3755 15.4570
H 13.2199 -8.9487 12.6672
H 7.2929 -10.9068 18.8976
H 10.9451 -15.1313 22.3766
H 14.1928 -16.0579 15.8451
H 10.2195 -17.2438 16.6536
H 7.3094 -15.7522 18.3145
H 7.8525 -9.3823 19.6442
```

Here are the Löwdin charges for atoms 1 to 99, given in e: 0.534 0.539 0.617 0.626 0.061 0.102 -0.406 0.083 0.048 -0.195 -0.097 -0.127 -0.005 0.041 -0.076 -0.209 -0.170 -0.038 -0.100 -0.059 -0.005 -0.095 -0.224 -0.749 -0.063 -0.626 -0.417 -0.151 -0.066 0.025 -0.104 -0.058 -0.072 -0.082 -0.650 -0.064 -0.032 0.008 -0.019 -0.039 0.009 -0.142 -0.037 -0.017 -0.311 -0.039 -0.012 -0.300 -0.026 -0.204 -0.083 -0.043 0.014 -0.099 -0.050 -0.252 -0.013 0.033 -0.023 0.024 -0.097 -0.060 -0.119 -0.717 0.031 -0.019 0.096 0.066 0.099 0.102 0.117 0.114 0.079 0.080 0.033 0.021 0.074 0.091 0.115 0.108 0.136 0.124 0.080 0.119 0.106 0.120 0.113 0.096 0.049 0.096 0.121 0.102 0.122 0.103 0.127 0.127 0.119 0.112 0.108


Q: What is the formula in the second record?
A: C54H56CoN3O7P2S2Si2Te